# C22H22BClF6N7PPtTe

C22H22BClF6N7PPtTe as an isolated structure (the ωB97M-V functional and the def2-TZVPD basis, OMol25).

Cartesian coordinates (Å):
Pt -1.5201 -0.7332 0.0291
C -4.8602 -3.2535 0.0085
C -4.2502 -2.1232 -0.4387
N -3.1954 -1.8231 0.3900
N -3.1339 -2.7854 1.3620
C -4.1068 -3.6479 1.1575
B -1.8998 -2.8298 2.3694
N -1.7213 -1.4250 2.9537
C -1.9912 -0.9845 4.1928
C -1.7851 0.3833 4.2346
C -1.3919 0.7185 2.9456
N -1.3264 -0.3840 2.1886
N -0.6751 -3.2192 1.5350
C 0.1069 -4.3079 1.6222
C 0.9920 -4.3061 0.5615
C 0.6726 -3.1641 -0.1657
N -0.3273 -2.5093 0.4363
H -5.7207 -3.7601 -0.3986
H -4.4724 -1.4762 -1.2736
H -4.2384 -4.5029 1.8073
H -2.1291 -3.6264 3.2206
H -2.3009 -1.6761 4.9626
H -1.9032 1.0384 5.0823
H -1.1470 1.6847 2.5288
H -0.0239 -5.0090 2.4332
H 1.7437 -5.0443 0.3342
H 1.0748 -2.8099 -1.1028
F 0.3848 -0.3096 -1.3458
P 0.0910 -0.6573 -3.2085
F -0.3434 -2.0959 -2.6902
F -1.3833 -0.1278 -2.8641
F -0.1575 -0.9149 -4.7028
F 0.5887 0.8527 -3.3798
F 1.6181 -1.1322 -3.1735
Cl -1.3096 4.2686 -2.8384
C -2.0891 3.3154 -1.6487
C -3.3400 3.6529 -1.1576
C -3.8996 2.8438 -0.1780
C -3.2069 1.7388 0.2619
N -1.9957 1.4024 -0.2326
C -1.4559 2.1779 -1.1839
H -3.8567 4.5275 -1.5322
H -4.8686 3.0698 0.2444
H -3.6054 1.1064 1.0461
H -0.5045 1.8838 -1.5958
C 3.2602 2.1246 0.8820
Te 2.2479 0.3149 0.3274
C 3.6092 0.2599 -1.3032
C 4.5055 1.4644 -1.2098
C 5.4912 1.7041 -2.1160
C 6.3019 2.8625 -1.9841
C 6.1132 3.7945 -0.9198
C 5.1349 3.5606 -0.0110
C 4.3240 2.3965 -0.1293
H 3.6846 2.0056 1.8854
H 2.5521 2.9563 0.9374
H 3.0107 0.2335 -2.2148
H 4.1652 -0.6753 -1.2377
H 5.6786 1.0310 -2.9459
H 7.0802 3.0310 -2.7221
H 6.7470 4.6695 -0.8500
H 4.9576 4.2409 0.8144

Output
⟨S²⟩: 8.79
LUMO (alpha / beta), Ha: -0.325 / -0.466
Multiplicity: 6
Total charge: +3
Orbital gap (alpha / beta), eV: 7.91 / 4.25

The natural (NBO) scheme yields these atomic charges, measured in e:
1. Pt 1.4341
2. C -0.2185
3. C -0.0193
4. N -0.2594
5. N -0.2955
6. C 0.1852
7. B 0.5224
8. N -0.3295
9. C 0.0479
10. C -0.3155
11. C -0.0229
12. N -0.3660
13. N -0.3395
14. C 0.0409
15. C -0.3125
16. C -0.0188
17. N -0.3852
18. H 0.2874
19. H 0.2653
20. H 0.2702
21. H 0.0146
22. H 0.2582
23. H 0.2716
24. H 0.2276
25. H 0.2554
26. H 0.2677
27. H 0.2482
28. F -0.7014
29. P 2.6532
30. F -0.5638
31. F -0.5719
32. F -0.5264
33. F -0.5689
34. F -0.5752
35. Cl 0.0998
36. C -0.0695
37. C -0.1191
38. C -0.2185
39. C 0.0362
40. N -0.5475
41. C 0.0277
42. H 0.2696
43. H 0.2646
44. H 0.2202
45. H 0.2352
46. C -0.7786
47. Te 1.2991
48. C -0.7420
49. C 0.0782
50. C -0.2020
51. C 0.0984
52. C -0.1324
53. C -0.1828
54. C 0.1885
55. H 0.3109
56. H 0.3023
57. H 0.3236
58. H 0.2958
59. H 0.2717
60. H 0.2652
61. H 0.2801
62. H 0.2657



# C42H40N8O10

A 8-piece molecular cluster, C42H40N8O10 overall (the ωB97M-V functional and the def2-TZVPD basis, OMol25).

Cartesian coordinates (Å):
O 2.5333 8.2888 15.5855
N 2.2435 7.1469 15.7782
O 1.4580 6.4158 15.0662
C 2.9098 6.4284 16.8810
C 3.9401 7.0858 17.6577
C 4.5032 6.4151 18.6792
C 4.1264 5.0846 18.9836
C 3.0911 4.4335 18.1957
C 2.4897 5.1186 17.1338
H 4.3199 8.0372 17.3158
H 5.2457 6.8883 19.3046
H 4.7124 4.5170 19.6913
H 2.7381 3.4687 18.5290
H 1.6937 4.6503 16.5739
O -6.9228 -7.0143 20.9711
N -6.4253 -6.2496 20.1739
O -6.8067 -6.2832 18.9406
C -5.5289 -5.1466 20.6172
C -5.1122 -4.1406 19.7203
C -4.2597 -3.0905 20.1463
C -3.9477 -2.9379 21.4509
C -4.4722 -3.9033 22.3485
C -5.1995 -4.9977 21.9787
H -5.3969 -4.2791 18.6878
H -3.9701 -2.3121 19.4559
H -3.2658 -2.1534 21.7442
H -4.1422 -3.7909 23.3706
H -5.5947 -5.6863 22.7109
O -2.3727 -2.4933 17.3376
N -2.3217 -3.5856 16.7563
O -2.8463 -3.8100 15.6888
C -1.5101 -4.6344 17.4017
C -1.4992 -4.7705 18.8073
C -0.8761 -5.8075 19.4111
C -0.2079 -6.7092 18.6271
C -0.2519 -6.6762 17.2460
C -0.8675 -5.6510 16.6106
H -2.0848 -4.0822 19.3987
H -0.8082 -5.8183 20.4889
H 0.3061 -7.4761 19.1875
H 0.1734 -7.5390 16.7550
H -0.7534 -5.5103 15.5459
O 4.9690 -3.7398 13.8059
N 4.2748 -4.0397 14.7294
O 4.3688 -5.1190 15.3481
C 3.1286 -3.1997 15.1412
C 2.8322 -2.0952 14.3680
C 1.7418 -1.3011 14.7351
C 1.0453 -1.5814 15.9054
C 1.3047 -2.6915 16.6834
C 2.2944 -3.5340 16.2771
H 3.3429 -1.8639 13.4450
H 1.5718 -0.4273 14.1236
H 0.2714 -0.9026 16.2318
H 0.6716 -2.9187 17.5284
H 2.5073 -4.3460 16.9566
O 1.0923 -2.3516 21.6691
N 0.0188 -1.9396 21.1702
O -1.0407 -2.4833 21.3534
C 0.0672 -0.8758 20.1790
C 1.2326 -0.6214 19.4411
C 1.3180 0.4519 18.5516
C 0.2106 1.3118 18.4247
C -0.9231 1.0627 19.1231
C -1.0029 0.0134 20.0380
H 2.1507 -1.1379 19.6789
H 2.2373 0.6923 18.0384
H 0.2137 2.1703 17.7694
H -1.8516 1.5945 18.9765
H -1.8986 -0.0347 20.6395
C -2.9090 2.0340 15.5422
C -3.2433 1.1531 16.5412
C -4.4552 1.4090 17.0201
N -4.9655 2.4629 16.3330
C -4.0182 2.8572 15.4395
H -1.9777 2.0082 14.9959
H -2.6260 0.3207 16.8453
H -5.0186 0.9829 17.8371
H -5.7964 3.0144 16.4926
H -4.1131 3.7471 14.8351
C 2.6382 2.4451 21.4612
C 2.0301 3.7615 21.3058
C 2.6066 4.5934 22.1801
N 3.6935 3.9837 22.7402
C 3.6756 2.6609 22.3564
H 2.3250 1.5121 21.0164
H 1.1391 3.9904 20.7400
H 2.3653 5.6159 22.4305
H 4.3264 4.4437 23.3789
H 4.3415 1.9319 22.7942
C 1.3842 2.1616 14.5704
C 0.7184 2.1825 13.3672
C 1.4577 3.0447 12.5448
N 2.4655 3.6011 13.2464
C 2.4033 3.1070 14.5351
H 1.1234 1.6091 15.4609
H -0.1143 1.6549 12.9260
H 1.3455 3.2316 11.4870
H 3.1529 4.2588 12.9074
H 3.1822 3.3987 15.2241

Output
LUMO, Ha: -0.035
Orbital gap, eV: 7.38
SMILES: O=[N+]([O-])c1ccccc1.O=[N+]([O-])c1ccccc1.O=[N+]([O-])c1ccccc1.O=[N+]([O-])c1ccccc1.O=[N+]([O-])c1ccccc1.c1cc[nH]c1.c1cc[nH]c1.c1cc[nH]c1

Mulliken atomic charge list, values in e, 99 entries:
1. O -0.5951
2. N 0.9667
3. O -0.5754
4. C -0.0903
5. C -0.7125
6. C -0.4138
7. C -0.7432
8. C -0.0080
9. C -0.4187
10. H 0.4409
11. H 0.3778
12. H 0.4260
13. H 0.5545
14. H 0.7063
15. O -0.5571
16. N 0.8983
17. O -0.5684
18. C 0.0096
19. C -0.4460
20. C -0.3348
21. C -0.0660
22. C -0.5108
23. C -0.5473
24. H 0.4985
25. H 0.3870
26. H 0.4102
27. H 0.3640
28. H 0.4695
29. O -0.4199
30. N 1.0543
31. O -0.6166
32. C 0.0407
33. C 0.4413
34. C -0.6467
35. C -0.4664
36. C -0.7356
37. C -0.4452
38. H 0.1184
39. H 0.4410
40. H 0.4075
41. H 0.4131
42. H 0.4730
43. O -0.5984
44. N 0.9584
45. O -0.5920
46. C -0.4461
47. C -0.4087
48. C -0.6518
49. C -0.3046
50. C -0.2823
51. C -0.4852
52. H 0.4751
53. H 0.3198
54. H 0.7970
55. H 0.7334
56. H 0.4819
57. O -0.6185
58. N 0.9238
59. O -0.5426
60. C 0.2421
61. C -0.2353
62. C -0.6065
63. C -0.5070
64. C -0.7326
65. C -0.5747
66. H 0.5148
67. H 0.4424
68. H 0.5282
69. H 0.5852
70. H 0.4987
71. C -0.6847
72. C 0.1871
73. C -0.9492
74. N 0.0224
75. C -0.6902
76. H 0.5652
77. H 0.5535
78. H 0.4407
79. H 0.2034
80. H 0.3906
81. C 0.2522
82. C -0.1986
83. C -0.9428
84. N 0.0853
85. C -1.0777
86. H 0.4627
87. H 0.4744
88. H 0.4046
89. H 0.1920
90. H 0.4009
91. C 0.4773
92. C -0.7584
93. C -0.6807
94. N 0.0805
95. C -1.3629
96. H 0.5841
97. H 0.4893
98. H 0.4263
99. H 0.2231



# C41H41BrCsN3O3Te

C41H41BrCsN3O3Te as an isolated structure (the ωB97M-V functional and the def2-TZVPD basis, OMol25).

Cartesian coordinates (Å):
Cs 1.9869 -0.0234 -2.1660
O 0.7098 2.6878 0.7104
C 1.1589 2.6908 1.9716
C 0.4575 3.3909 2.9535
C 0.9060 3.3948 4.2638
C 2.0569 2.6988 4.6202
C 2.7581 2.0137 3.6357
C 2.3355 2.0061 2.3140
C 3.1155 1.2792 1.2242
O 2.3496 0.8734 0.1683
N 4.1889 2.2358 0.8125
N 4.9386 1.8174 -0.2048
C 5.5061 2.6766 -0.9577
C 6.3616 2.2998 -2.0889
Br 6.0578 0.5801 -2.8488
C 7.2717 3.0678 -2.6843
C 7.7168 4.3985 -2.2142
C 8.0328 5.3783 -3.1541
C 8.4608 6.6370 -2.7609
C 8.5930 6.9374 -1.4118
C 8.3032 5.9630 -0.4659
C 7.8742 4.7047 -0.8636
H 1.2711 1.9558 0.2558
H -0.4455 3.9128 2.6633
H 0.3460 3.9371 5.0173
H 2.4024 2.6931 5.6459
H 3.6636 1.4714 3.8899
H 3.6603 0.4431 1.6883
H 3.8533 3.1954 0.7372
H 5.3687 3.7490 -0.7966
H 7.7240 2.7082 -3.6004
H 7.9294 5.1476 -4.2082
H 8.6899 7.3852 -3.5091
H 8.9259 7.9192 -1.1009
H 8.4170 6.1789 0.5888
H 7.6747 3.9436 -0.1195
C -5.8002 -7.2448 1.9558
C -4.8406 -6.2896 1.2939
C -3.7320 -5.7974 1.9673
C -2.8372 -4.9147 1.3681
C -1.6578 -4.4464 2.1792
C -3.0522 -4.4894 0.0460
Te -1.6444 -3.1620 -0.9570
N -0.4107 -1.3046 -2.5173
C -0.7718 -0.3514 -3.3177
O 0.0184 0.4626 -3.8962
C -2.2521 -0.1646 -3.5516
C -3.0234 -1.1776 -4.1055
C -4.3844 -0.9883 -4.3144
C -4.9833 0.2088 -3.9476
C -4.2142 1.2188 -3.3785
C -2.8532 1.0343 -3.1853
C -1.9450 -1.5707 0.4279
C -0.9161 -1.1343 1.2726
C 0.4895 -1.6783 1.2412
C -1.1877 -0.1287 2.2054
C -2.4384 0.4479 2.3156
C -2.7245 1.5039 3.3499
C -3.4359 0.0243 1.4428
C -3.2144 -0.9663 0.4981
C -4.3562 -1.3624 -0.3988
C -4.1734 -4.9796 -0.6430
C -4.5366 -4.5925 -2.0603
C -5.0401 -5.8704 -0.0101
H -5.4595 -7.5113 2.9565
H -5.9028 -8.1651 1.3773
H -6.7950 -6.8033 2.0460
H -3.5512 -6.1136 2.9904
H -1.6031 -4.9844 3.1262
H -1.7284 -3.3794 2.3947
H -0.7256 -4.5994 1.6333
H -2.5534 -2.1198 -4.3593
H -4.9791 -1.7812 -4.7520
H -6.0464 0.3528 -4.0970
H -4.6785 2.1506 -3.0796
H -2.2449 1.8166 -2.7487
H 0.5598 -2.6100 0.6866
H 0.8500 -1.8397 2.2606
H 1.1618 -0.9353 0.7959
H -0.3870 0.2047 2.8597
H -1.8295 1.7438 3.9205
H -3.4992 1.1701 4.0449
H -3.0808 2.4228 2.8780
H -4.4202 0.4803 1.4999
H -5.1873 -0.6665 -0.2821
H -4.7116 -2.3662 -0.1548
H -4.0549 -1.3663 -1.4476
H -3.8182 -3.9066 -2.5007
H -5.5158 -4.1082 -2.0801
H -4.6007 -5.4806 -2.6935
H -5.9020 -6.2396 -0.5607

Output
⟨S²⟩: 0.76
LUMO (alpha / beta), Ha: 0.075 / 0.075
Multiplicity: 2
Total charge: -1
Orbital gap (alpha / beta), eV: 6.89 / 7.00

The Mulliken scheme yields these atomic charges, measured in e:
1. Cs 1.1608
2. O -0.8728
3. C 0.4812
4. C -0.5937
5. C -0.4080
6. C -0.7656
7. C -0.4450
8. C 0.3503
9. C -0.7527
10. O -0.4484
11. N 0.1527
12. N -0.5032
13. C -0.4149
14. C 0.3202
15. Br -0.1962
16. C -0.9224
17. C 0.5093
18. C -0.3994
19. C -0.4859
20. C -0.4137
21. C -0.5451
22. C -0.4069
23. H 0.4957
24. H 0.4684
25. H 0.3893
26. H 0.4005
27. H 0.4225
28. H 0.2805
29. H 0.3926
30. H 0.5222
31. H 0.3507
32. H 0.3835
33. H 0.3581
34. H 0.3700
35. H 0.3755
36. H 0.5472
37. C -1.5000
38. C 0.7932
39. C -1.0817
40. C 1.1927
41. C -1.1178
42. C -0.5485
43. Te 0.4800
44. N -1.0021
45. C 0.5165
46. O -0.9321
47. C 0.2637
48. C -0.0233
49. C -0.4767
50. C -0.4505
51. C -0.5419
52. C -0.4693
53. C 0.1967
54. C 1.2122
55. C -1.7324
56. C -0.4911
57. C 0.6714
58. C -1.6932
59. C -1.0216
60. C 0.9589
61. C -1.2224
62. C 1.3499
63. C -1.7497
64. C -0.8727
65. H 0.3363
66. H 0.3469
67. H 0.3116
68. H 0.2256
69. H 0.3873
70. H 0.1037
71. H 0.2399
72. H 0.3945
73. H 0.3838
74. H 0.3653
75. H 0.3928
76. H 0.4785
77. H 0.3270
78. H 0.4508
79. H -0.2072
80. H 0.3156
81. H 0.3021
82. H 0.3848
83. H 0.3567
84. H 0.3376
85. H 0.4281
86. H 0.1787
87. H 0.0137
88. H 0.0067
89. H 0.3607
90. H 0.5298
91. H 0.3832



# C5H10O

The molecule C5H10O (the ωB97M-V functional and the def2-TZVPD basis, OMol25).

Cartesian coordinates (Å):
C -2.2113 0.1229 0.2723
C -0.9850 -0.4449 -0.4041
C 0.1987 -0.9211 0.4486
C 1.0316 -0.0838 -0.5311
C 2.0376 0.9071 0.0053
O -0.1595 0.5532 -1.0347
H -2.7636 -0.6823 0.7710
H -1.9310 0.8730 1.0191
H -2.8770 0.5929 -0.4597
H -1.2802 -1.2033 -1.1454
H 0.3903 -1.9951 0.5044
H 0.1902 -0.4895 1.4556
H 1.4877 -0.7060 -1.3171
H 2.3777 1.5722 -0.7953
H 1.5843 1.5180 0.7927
H 2.9095 0.3867 0.4182

Output
LUMO, Ha: 0.044
Orbital gap, eV: 10.74
SMILES: C[C@@H]1C[C@H](C)O1

The natural (NBO) scheme yields these atomic charges, measured in e:
1. C -0.6263
2. C 0.1092
3. C -0.4493
4. C 0.1086
5. C -0.6261
6. O -0.5349
7. H 0.2123
8. H 0.2095
9. H 0.2197
10. H 0.1616
11. H 0.2104
12. H 0.2016
13. H 0.1625
14. H 0.2199
15. H 0.2094
16. H 0.2121



# C2H18NaO9

C2H18NaO9 as an isolated structure (the ωB97M-V functional and the def2-TZVPD basis, OMol25).

Cartesian coordinates (Å):
Na 0.0795 -0.7328 0.0453
O -1.7921 3.3389 1.2145
C -1.2070 2.5721 0.1998
C -0.0729 3.3547 -0.4077
O 0.4169 2.7221 -1.5589
H -1.9376 2.2628 -0.5547
H -0.8265 1.6551 0.6444
H 0.7224 3.3889 0.2995
H -0.3720 4.3799 -0.7256
O 1.7013 0.7502 -0.1877
H 2.1277 1.1278 0.6382
H 1.2139 1.5297 -0.5085
O -0.5879 0.3430 -1.9102
H -0.2976 1.2234 -1.7436
H 0.1657 -0.1648 -2.3490
O -2.0505 -0.6380 0.7277
H -2.1347 -0.9845 1.6381
H -2.4863 0.2517 0.7851
O 1.1865 -2.8255 0.9224
H 0.6123 -3.5390 1.2035
H 2.0440 -3.0090 1.3921
O -1.3100 -2.9907 -0.9420
H -1.8816 -3.2185 -0.1995
H -0.6036 -3.6469 -0.8249
O 1.4197 -1.9589 -1.6863
H 1.7272 -2.3846 -0.8784
H 1.4927 -2.5120 -2.4635
O 0.6941 -0.4169 2.4444
H 1.6207 -0.3263 2.2254
H 0.3355 0.4479 2.5601

Output
LUMO, Ha: 0.035
Total charge: -1
Orbital gap, eV: 2.33

The natural (NBO) scheme yields these atomic charges, measured in e:
1. Na 0.8828
2. O -1.0291
3. C -0.0699
4. C -0.0654
5. O -1.0043
6. H 0.0945
7. H 0.0365
8. H 0.0840
9. H 0.1298
10. O -1.0253
11. H 0.4440
12. H 0.5259
13. O -1.0215
14. H 0.5093
15. H 0.4552
16. O -0.9726
17. H 0.4605
18. H 0.5257
19. O -0.9509
20. H 0.4828
21. H 0.4884
22. O -0.9006
23. H 0.4625
24. H 0.4476
25. O -0.9641
26. H 0.4866
27. H 0.4788
28. O -0.9616
29. H 0.4691
30. H 0.5013



| no. | energy (eV) |
| --- | --- |
| 1 | -82909.7768 |
| 2 | -76581.9291 |
| 3 | -131679.1274 |
| 4 | -7393.8708 |
| 5 | -25208.9681 |